(1)
Below is the molecule C6H6O3 in a non-equilibrium geometry, with properties calculated with wB97M-V/def2-TZVPD.

Each line ends with the Löwdin charge.
Positions of all 15 atoms, in Å:
O1 1.6115 -1.8872 -0.2525  0.02
O2 -2.0485 -1.3018 -0.1000  0.05
O3 2.2839 0.7672 -0.0074  0.11
C1 1.1092 0.4745 0.0121  -0.30
C2 0.0703 1.5101 -0.2002  0.00
C3 0.7083 -1.0201 0.2874  -0.28
C4 -1.2602 1.2788 -0.2336  0.02
C5 -1.4865 -0.0468 0.3127  -0.28
C6 -0.6680 -1.0003 -0.4039  -0.18
H1 -1.8914 2.1850 -0.2863  0.13
H2 -1.3849 -0.0483 1.3795  0.15
H3 0.5599 2.4662 -0.2077  0.12
H4 0.5191 -1.1358 1.3515  0.16
H5 2.4525 -1.3652 -0.1716  0.12
H6 -0.5750 -0.8761 -1.4799  0.17

Calculated values
- LUMO: -0.5 eV



(2)
Below is the molecule C20H24ClN3O6S in a non-equilibrium geometry, with properties calculated with wB97M-V/def2-TZVPD.

Each line ends with the Löwdin charge.
Positions of all 55 atoms, in Å:
Cl1 -3.8816 3.1259 -2.2893  0.68
S1 -0.1686 -1.1636 0.3133  0.72
O1 1.8243 0.0916 4.9439  0.08
O2 0.4467 0.9575 -3.9243  0.06
O3 -1.2657 -1.0856 1.2199  -0.23
O4 -0.1666 -2.2296 -0.6603  -0.29
O5 -0.1525 1.4810 1.9244  -0.10
O6 3.4585 -1.2277 5.3718  0.10
N1 2.6471 -0.7394 4.6196  -0.34
N2 -0.5572 -0.9166 -3.1103  0.12
N3 -0.0258 0.2796 -0.4948  -0.16
C1 -1.0767 1.8689 1.0091  -0.21
C2 -2.9370 3.2061 0.2376  -0.09
C3 1.3724 -1.3537 1.2174  -0.23
C4 -2.0682 2.8163 1.2424  0.00
C5 -2.0427 -2.6208 -3.9218  -0.03
C6 3.7749 -1.7050 2.6224  -0.17
C7 0.2160 0.1704 -3.0273  -0.50
C8 -0.9902 1.2824 -0.2655  -0.17
C9 1.4471 -0.9853 2.5395  0.04
C10 3.6513 -2.0830 1.2859  -0.01
C11 2.4681 -1.9234 0.5897  -0.04
C12 5.0767 -1.8952 3.3219  -0.03
C13 -1.8583 1.6778 -1.2703  -0.01
C14 -0.2404 2.0431 3.2216  -0.06
C15 -1.2746 -1.3593 -4.3091  -0.58
C16 -0.2657 -1.6632 -5.4201  -0.03
C17 -2.8184 2.6445 -1.0192  -0.66
C18 0.8582 0.3714 -1.6345  -0.06
C19 2.6399 -1.1577 3.2376  -0.08
C20 -2.2434 -0.2632 -4.7604  -0.03
H1 0.5736 -0.5887 3.0295  0.12
H2 -2.9775 -0.0597 -3.9835  0.08
H3 5.3631 -1.0066 3.8809  0.09
H4 -1.3579 -3.3926 -3.5778  0.09
H5 0.5747 1.6130 3.8004  0.07
H6 4.5044 -2.5197 0.7893  0.12
H7 -0.1233 3.1302 3.1891  0.10
H8 0.2983 -0.7656 -5.6575  0.08
H9 4.9974 -2.7054 4.0457  0.09
H10 -0.7818 -2.0019 -6.3141  0.08
H11 -0.5933 -1.5344 -2.3060  0.09
H12 -1.6949 0.6489 -4.9792  0.08
H13 5.8590 -2.1366 2.6075  0.08
H14 -2.7474 -2.4055 -3.1217  0.09
H15 2.3759 -2.2665 -0.4286  0.12
H16 -2.7687 -0.5775 -5.6582  0.09
H17 -1.1911 1.7886 3.6975  0.11
H18 1.3358 1.3565 -1.6371  0.15
H19 -3.6959 3.9461 0.4348  0.11
H20 -1.7809 1.2429 -2.2519  0.09
H21 1.6294 -0.3903 -1.5061  0.12
H22 -2.5943 -3.0007 -4.7777  0.09
H23 -2.1714 3.2732 2.2125  0.11
H24 0.4263 -2.4386 -5.0988  0.08

Calculated values
- LUMO: -0.9 eV



(3)
Below is an isolated ion of composition C8H4F3N4 and charge +1 in a non-equilibrium geometry, with properties calculated with wB97M-V/def2-TZVPD.

Each line ends with the Löwdin charge.
Positions of all 19 atoms, in Å:
F1 -2.4423 2.1443 -1.8442  0.18
F2 -0.7099 3.3932 -1.5726  0.18
F3 -2.0591 3.0422 0.0782  0.20
N1 -0.5717 0.9200 0.6242  0.25
N2 0.2699 -1.2124 -0.0441  -0.01
N3 1.9078 -2.1209 0.9536  0.35
N4 -0.9451 -3.3732 0.3036  0.27
C1 1.8073 -1.4253 1.9611  -0.13
C2 0.1221 -0.1833 0.9490  -0.22
C3 0.8974 -0.3013 2.0642  0.10
C4 -0.0496 0.4882 -1.6676  0.09
C5 -0.3642 -2.4081 0.1449  -0.23
C6 0.3629 -0.7616 -1.3586  0.04
C7 -0.6701 1.2529 -0.6137  -0.09
C8 -1.4897 2.4916 -0.9761  -0.60
H1 2.3988 -1.6852 2.8451  0.18
H2 -0.0007 0.8723 -2.6747  0.15
H3 0.7022 -1.4861 -2.0885  0.16
H4 0.8343 0.3528 2.9164  0.14

Calculated values
- LUMO (alpha / beta): -7.4 / -7.7 eV
- Net charge: +1



(4)
Below is C13H10I2N3O8P2PbS as an isolated structure in a non-equilibrium geometry, with properties calculated with wB97M-V/def2-TZVPD.

Each line ends with the Löwdin charge.
Positions of all 40 atoms, in Å:
Pb1 13.6743 9.6245 6.4400  1.32
I1 11.2306 4.1699 5.6899  1.09
I2 6.4193 7.5960 4.7108  1.04
S1 14.4348 10.5961 3.9996  0.63
P1 16.1829 7.3657 5.3009  0.28
P2 13.7083 6.5074 3.8909  0.38
O1 12.8799 6.7875 2.7461  -0.15
O2 13.0149 7.5328 6.4056  -0.33
O3 14.0972 5.0581 4.2256  -0.08
O4 12.6112 7.0462 5.1434  -0.33
O5 17.2958 7.9457 4.3050  -0.07
O6 14.8932 7.3550 4.2515  -0.22
O7 16.3752 6.0331 5.8225  -0.20
O8 15.7987 8.5376 6.2214  -0.48
N1 11.5705 9.4668 4.8414  0.02
N2 16.5541 10.8596 5.5677  0.05
N3 16.0511 12.7165 4.2624  0.10
C1 10.4310 6.0170 5.0124  -0.55
C2 9.6703 10.8939 4.4155  0.00
C3 8.4806 7.3683 4.7631  -0.65
C4 8.7459 9.8515 4.5497  0.00
C5 17.6917 11.3940 6.0042  -0.02
C6 18.0825 12.6490 5.5780  -0.01
C7 17.1879 13.2748 4.7394  -0.07
C8 10.6756 8.4195 4.8567  -0.13
C9 11.1899 7.1233 4.9509  -0.24
C10 9.2732 8.5385 4.7423  -0.19
C11 15.7869 11.4610 4.6404  -0.78
C12 9.0262 6.1368 4.8106  -0.18
C13 11.0320 10.6558 4.6158  -0.14
H1 18.0961 7.4478 4.2607  0.08
H2 18.9940 13.0724 5.9267  0.11
H3 7.7017 10.0866 4.4960  0.06
H4 13.5338 4.3290 3.9244  0.07
H5 8.4480 5.2106 4.8278  0.10
H6 11.7054 11.4739 4.6104  0.08
H7 16.4080 9.8328 5.8488  0.03
H8 9.3441 11.8916 4.1236  0.12
H9 17.4808 14.2466 4.3566  0.13
H10 18.2473 10.7929 6.7294  0.15

Calculated values
- LUMO: -3.7 eV
- Net charge: +1



(5)
Below is C48H59N4OPPd as an isolated structure in a non-equilibrium geometry, with properties calculated with wB97M-V/def2-TZVPD.

Each line ends with the Löwdin charge.
Positions of all 114 atoms, in Å:
Pd1 -0.3528 0.0727 1.1906  0.80
P1 -1.0452 2.1584 0.4256  1.07
O1 4.5233 -8.7855 -6.9936  -0.06
N1 3.3239 -4.0556 -2.7722  0.20
N2 1.2426 -4.6525 -3.3127  0.19
N3 -0.8059 -1.2002 -0.4115  -0.02
N4 1.7829 -0.5589 0.2929  0.03
C1 -3.6292 1.9580 -2.8499  -0.18
C2 1.0028 2.0953 -1.5439  -0.21
C3 3.0909 -5.8942 -4.4137  -0.16
C4 2.4712 2.4735 -1.7971  -0.17
C5 4.4604 -5.9775 -4.6371  -0.01
C6 2.4247 -3.2859 -2.0974  -0.17
C7 -3.3824 4.5564 3.6939  -0.17
C8 -2.2211 2.4143 3.0147  -0.22
C9 -1.4037 1.8540 7.1864  -0.06
C10 -2.5194 2.3897 -0.6046  -0.40
C11 -1.8455 4.5687 1.7151  -0.18
C12 1.5431 4.7845 -1.5534  -0.18
C13 4.1494 -0.8447 0.1359  -0.02
C14 -2.0535 -1.5552 -0.6823  -0.11
C15 0.5250 -1.6425 5.0022  0.01
C16 3.0021 -0.2094 0.6426  -0.13
C17 -0.5133 0.6472 5.3034  -0.23
C18 1.1270 -3.6213 -2.4065  -0.12
C19 -2.3617 -2.6292 -1.5195  -0.01
C20 2.7746 3.9126 -1.3630  -0.19
C21 1.6169 -1.5594 -0.5940  -0.16
C22 0.4167 4.3602 -0.5956  -0.18
C23 2.7460 -7.7437 -5.9222  0.02
C24 0.4723 2.7400 5.9817  -0.07
C25 -2.5313 3.3640 4.1651  -0.17
C26 2.6963 -2.2409 -1.1597  -0.06
C27 -0.0047 -2.9653 -1.8473  -0.06
C28 0.4399 1.6443 5.1338  -0.05
C29 0.2415 -1.8982 -0.9564  -0.12
C30 -1.4339 0.7543 6.3386  -0.03
C31 -0.0506 -0.2961 3.0651  0.01
C32 5.9189 -8.9150 -7.2493  -0.06
C33 3.9948 -1.8637 -0.7652  0.04
C34 -4.7516 2.7380 -2.1773  -0.18
C35 -3.7405 1.5744 -0.1572  -0.20
C36 -1.3281 3.1124 1.9775  -0.38
C37 -1.3397 -3.3245 -2.1039  0.04
C38 -3.2809 4.7628 2.1840  -0.19
C39 2.2414 -6.7921 -5.0675  -0.02
C40 4.9869 -6.9308 -5.4957  0.01
C41 4.1266 -7.8180 -6.1407  -0.27
C42 -0.4780 -0.5854 4.4117  -0.56
C43 2.5842 -4.8706 -3.5004  -0.23
C44 0.4805 2.8409 -0.3039  -0.41
C45 -2.2915 2.1474 -2.1129  -0.18
C46 -0.4527 2.8464 7.0113  -0.07
C47 -5.0038 2.2044 -0.7570  -0.17
C48 -1.8589 -1.2872 4.2121  0.00
H1 0.1773 -1.8569 6.0123  0.11
H2 1.1703 -6.7729 -4.9127  0.10
H3 -3.1591 2.0744 2.5747  0.10
H4 6.4620 -9.1395 -6.3300  0.10
H5 -1.5573 -4.1588 -2.7572  0.13
H6 5.1218 -5.2867 -4.1343  0.12
H7 2.6796 2.3640 -2.8627  0.12
H8 1.1772 1.5691 4.3406  0.11
H9 -3.8364 1.5073 0.9235  0.09
H10 6.0515 -6.9707 -5.6520  0.11
H11 -1.7492 2.9954 -2.5370  0.11
H12 1.7749 5.8353 -1.3826  0.12
H13 3.0892 0.5974 1.3627  0.12
H14 -3.5080 2.2658 -3.8881  0.12
H15 3.1326 1.7766 -1.2815  0.09
H16 -0.5481 4.6299 -1.0299  0.10
H17 5.1284 -0.5239 0.4591  0.12
H18 -1.1997 5.2623 2.2595  0.13
H19 -2.7391 3.4494 -0.4329  0.11
H20 -2.1788 -0.0112 6.5017  0.12
H21 3.6155 4.3045 -1.9344  0.12
H22 -3.0511 5.4647 4.1994  0.12
H23 1.2227 3.5061 5.8435  0.11
H24 -4.4850 3.7975 -2.1410  0.12
H25 -5.6641 2.6789 -2.7681  0.12
H26 -2.1255 1.9294 7.9870  0.12
H27 0.3990 2.3787 -2.4080  0.10
H28 -1.7160 1.5208 3.3892  0.05
H29 -1.5889 3.7038 4.6013  0.10
H30 0.5065 -5.1291 -3.8047  0.15
H31 -5.8033 1.4626 -0.7630  0.12
H32 -5.3383 3.0161 -0.1084  0.11
H33 -3.9409 4.0717 1.6506  0.10
H34 -3.3951 -2.8886 -1.6919  0.12
H35 -2.8315 -0.9609 -0.2315  0.09
H36 -3.8923 0.8973 -2.8737  0.11
H37 -3.6204 5.7650 1.9205  0.12
H38 -2.0455 -1.8660 5.1152  0.11
H39 3.0823 3.9450 -0.3137  0.12
H40 -1.7524 4.8467 0.6697  0.07
H41 -4.4258 4.4126 3.9769  0.12
H42 6.3158 -8.0075 -7.7069  0.10
H43 -3.0524 2.8202 4.9531  0.11
H44 1.5338 -1.2404 5.0639  0.10
H45 6.0125 -9.7455 -7.9422  0.10
H46 0.5070 4.9090 0.3410  0.11
H47 -3.6156 0.5581 -0.5277  0.07
H48 0.5282 -2.5597 4.4160  0.09
H49 2.1004 -8.4442 -6.4303  0.13
H50 -0.4224 3.6926 7.6826  0.12
H51 0.0795 -1.3147 2.4952  0.09
H52 0.9017 1.0175 -1.4366  0.07
H53 4.8391 -2.3879 -1.1897  0.13
H54 -0.3212 3.1595 2.4158  0.11
H55 -1.8608 -1.9777 3.3688  0.09
H56 1.2006 2.6678 0.5090  0.11
H57 -1.6676 1.2613 -2.2630  0.10
H58 -2.6471 -0.5525 4.0714  0.09
H59 1.2029 4.7095 -2.5884  0.12

Calculated values
- LUMO: -6.9 eV
- Net charge: +2



| no. | M (g mol⁻¹) |
| --- | --- |
| 1 | 126.1 |
| 2 | 469.9 |
| 3 | 213.1 |
| 4 | 891.3 |
| 5 | 845.4 |